No. 1
{"formula": "CH3N3O2S", "method": "ωB97M-V with the def2-TZVPD basis set", "multiplicity": 1, "homo_lumo_gap_ev": 9.2, "total_energy_ev": -20481.4082, "mol_weight_g_mol": 121.12, "max_force_ev_per_a": 1.87, "symbols": ["C", "O", "N", "S", "N", "H", "H", "O", "H", "N"], "coordinates": [[1.10599, -0.39083, -0.08421], [-0.95196, -1.40732, 0.05339], [-0.65783, 1.23347, 0.58227], [-1.93960, 0.34637, 0.38667], [0.35071, -1.36242, 0.25474], [2.44241, 0.97330, -0.55469], [0.68119, -1.94460, 1.03106], [-2.61217, 0.59817, -0.86726], [-0.49329, 1.91280, -0.14857], [2.07456, 0.04106, -0.65340]], "forces_ev_per_angstrom": [[0.148, 0.810, -0.375], [-0.301, -0.336, -0.567], [-0.161, -1.205, 0.666], [1.020, 1.553, 0.246], [0.016, -0.789, 0.942], [-0.103, 0.209, 0.334], [-0.012, 0.248, -0.167], [-0.311, -0.312, -0.320], [-0.236, 0.024, -0.451], [-0.060, -0.203, -0.307]], "nbo_charge": [0.67, -0.55, -1.14, 1.57, -0.24, 0.41, 0.40, -0.92, 0.37, -0.57]}



No. 2
{"formula": "C20H41N2P3SeTi", "method": "ωB97M-V with the def2-TZVPD basis set", "multiplicity": 1, "homo_lumo_gap_ev": [2.6, 2.6], "total_energy_ev": -140668.3159, "total_charge": 4, "mol_weight_g_mol": 529.31, "max_force_ev_per_a": 2.45, "symbols": ["H", "H", "C", "C", "H", "N", "H", "H", "H", "H", "C", "H", "C", "H", "H", "H", "H", "H", "H", "H", "C", "H", "P", "C", "C", "H", "P", "H", "C", "H", "H", "C", "H", "C", "H", "H", "C", "C", "Ti", "C", "C", "H", "H", "H", "H", "C", "C", "H", "H", "C", "H", "H", "P", "C", "C", "C", "N", "Se", "H", "H", "H", "H", "H", "H", "H", "H", "H", "H"], "coordinates": [[4.17786, 1.02903, -0.10058], [2.65711, 1.75875, -0.69414], [-0.00317, 0.16888, -4.18035], [-3.46835, 0.09180, 2.26704], [2.29275, -2.35838, -0.29502], [-0.67901, -3.10358, 2.38703], [-3.15797, -1.55437, -0.23822], [0.71092, -0.80920, -7.35607], [-3.42014, -0.97627, 2.51815], [-2.68600, 2.93468, 1.18701], [-0.27939, -2.78143, 4.52225], [3.46622, 0.00951, 2.88927], [3.16470, 1.33907, 0.18030], [2.60700, 2.09549, 2.79930], [1.23613, 3.19385, 0.58218], [-1.48875, -3.11112, -4.37658], [-0.35842, -4.59277, -4.39848], [-4.49072, 0.35171, 1.96877], [2.85624, -1.63747, 2.60336], [1.55786, 1.50429, -7.45849], [-1.10227, 2.25031, 3.48973], [-2.28481, -0.50330, -1.35495], [2.26137, -0.14952, 0.74703], [0.98359, 1.98276, -5.41254], [-3.00778, -0.51126, -0.53288], [1.81078, 1.10778, 4.04158], [-2.39884, 0.49715, 0.84506], [-0.75065, 3.12244, 4.05713], [2.49534, -1.32856, -0.61216], [3.23901, 2.11697, 0.94500], [1.26380, 3.03811, -5.50958], [-0.81989, -3.77518, -3.80071], [-0.15014, -1.72865, -5.19321], [-0.01875, -1.59596, 3.84202], [-2.45996, 2.50932, -0.52304], [0.43060, 4.14304, 1.86265], [1.68780, 1.96945, 3.37821], [-0.69496, -3.71395, 3.59385], [-0.14527, -0.39088, 1.02172], [0.18732, -0.69013, -5.25774], [-2.93979, 2.19416, 0.41578], [1.82081, -1.09449, -1.44469], [-0.94509, -2.87533, -1.83936], [0.00605, 1.75665, -1.87039], [-0.95807, -3.49638, 1.49799], [0.36274, 1.52616, -4.22813], [0.34857, 3.25200, 1.22337], [-0.18954, -2.95826, 5.58609], [4.27643, -1.04419, 1.68197], [-0.51008, -3.64476, -2.48328], [-0.57934, -0.18340, -3.31130], [-3.95543, -0.10716, -0.89977], [0.20952, 1.75723, 2.29979], [0.71083, -0.19216, -6.45475], [3.30954, -0.75987, 2.11922], [1.15716, 1.13302, -6.50728], [-0.27490, -1.80639, 2.50840], [-0.44774, 2.67893, -2.93279], [3.53087, -1.25424, -0.95952], [-4.03369, 2.21619, 0.27636], [0.31542, -0.64411, 4.25115], [-3.21132, 0.65398, 3.17268], [0.10747, -4.41629, -1.99714], [-2.04479, 2.50739, 2.99700], [-0.53031, 3.35730, 0.57725], [1.53900, 2.86352, 3.99697], [-1.29372, 1.43211, 4.19325], [-1.00180, -4.75403, 3.69723]], "forces_ev_per_angstrom": [[-0.160, -0.032, 0.027], [0.203, -0.012, -0.010], [-0.377, -0.920, 0.398], [0.222, -0.409, 0.338], [0.137, 0.095, -0.028], [-0.014, -0.262, 0.990], [-0.097, 0.073, 0.028], [0.204, 0.139, 0.337], [-0.089, 0.215, -0.144], [-0.122, -0.324, -0.251], [0.294, 0.675, 0.782], [-0.002, -0.238, -0.404], [-0.485, 0.122, -0.176], [-0.254, 0.008, 0.176], [-0.199, 0.036, 0.196], [0.304, -0.357, 0.667], [-0.460, 0.606, 0.612], [0.094, -0.100, 0.037], [0.233, 0.167, -0.194], [-0.052, 0.028, 0.586], [-0.212, -0.458, -0.033], [-0.174, 0.079, -0.135], [2.295, 0.656, 0.110], [-0.053, 0.749, -0.176], [0.407, -0.525, -0.223], [0.025, 0.193, 0.026], [-2.070, 1.288, 0.196], [0.003, -0.193, -0.212], [-0.619, -0.337, -0.110], [0.013, -0.237, -0.152], [-0.060, -0.447, 0.040], [0.619, -0.080, 0.856], [0.188, 0.536, -0.034], [-0.456, -1.257, -0.088], [-0.241, -0.083, 0.184], [-0.031, -0.300, -0.023], [0.069, -0.531, -0.071], [-0.123, 0.144, -1.181], [0.175, -0.774, 1.028], [-0.184, 0.053, 0.243], [0.454, 0.375, -0.252], [0.200, -0.024, -0.112], [-0.091, 0.024, -0.174], [-0.194, 0.076, 0.237], [0.052, -0.090, 0.047], [-0.292, -0.140, -1.108], [-0.077, -0.365, -0.468], [0.036, 0.073, -0.102], [-0.180, 0.061, 0.075], [-0.261, -0.754, -1.514], [0.348, -0.021, -0.373], [0.006, 0.000, 0.059], [0.241, 1.896, 0.753], [-0.122, -0.146, 0.151], [-0.443, -0.242, 0.371], [-0.130, 0.439, 0.039], [0.120, 0.964, -0.804], [0.894, -0.308, -0.346], [-0.065, -0.040, 0.014], [0.358, -0.246, 0.048], [-0.090, -0.293, -0.307], [-0.073, -0.073, -0.356], [-0.207, 0.531, -0.256], [0.304, -0.021, 0.172], [0.200, 0.033, 0.186], [-0.065, -0.158, -0.207], [0.025, 0.196, 0.010], [0.101, 0.266, 0.004]], "nbo_charge": [0.30, 0.27, -0.14, -0.92, 0.28, -0.31, 0.28, 0.26, 0.27, 0.27, -0.27, 0.28, -0.92, 0.26, 0.26, 0.21, 0.24, 0.30, 0.27, 0.27, -0.93, 0.26, 0.73, -0.21, -0.95, 0.25, 0.72, 0.30, -0.95, 0.27, 0.26, -0.32, 0.25, 0.03, 0.26, 0.30, -0.93, 0.11, 1.65, -0.23, -0.92, 0.27, 0.13, -0.01, 0.45, -0.22, -0.93, 0.31, 0.30, -0.46, 0.17, 0.32, 0.78, -0.08, -0.91, -0.15, -0.58, 0.42, 0.32, 0.31, 0.25, 0.28, 0.22, 0.26, 0.26, 0.30, 0.26, 0.30]}



No. 3
{"formula": "C7H11N", "method": "ωB97M-V with the def2-TZVPD basis set", "multiplicity": 1, "homo_lumo_gap_ev": 8.8, "total_energy_ev": -8922.5681, "smiles": "C1CN2[C@H]1C[C@H]1C[C@H]12", "mol_weight_g_mol": 109.17, "max_force_ev_per_a": 4.35, "symbols": ["H", "H", "H", "C", "H", "N", "H", "H", "C", "C", "C", "H", "H", "H", "H", "H", "C", "C", "C"], "coordinates": [[2.85698, -1.25499, 0.66302], [0.52210, 2.03572, -1.20589], [-2.79427, 0.46054, 0.80099], [0.97696, -0.91456, -0.67433], [-2.35360, 1.11850, -0.85068], [-0.39919, -0.52282, -0.51733], [1.27060, -1.17922, 1.46491], [1.40037, -1.57447, -1.51933], [1.57871, 0.45792, -0.20445], [-2.19700, 0.44011, -0.00420], [-1.68013, -1.11574, -0.04309], [-2.08478, -1.98741, -0.63495], [0.67554, 2.54124, 0.55865], [-0.40305, 0.46390, 1.23255], [2.52362, 0.81591, -0.66112], [-1.63118, -1.46426, 0.95018], [0.54905, 1.63339, -0.18144], [1.85065, -0.73342, 0.60421], [-0.66137, 0.77967, 0.22232]], "forces_ev_per_angstrom": [[-1.054, 1.272, -0.589], [-0.116, -0.151, 0.327], [-2.384, 1.305, 2.740], [1.505, 1.385, 0.536], [-1.263, -1.261, -0.343], [-0.977, -0.276, -0.806], [0.475, 1.465, -0.473], [-1.198, 1.486, 1.122], [2.161, 1.386, -1.888], [3.729, -0.825, -2.082], [0.517, 1.412, -2.998], [0.135, 1.349, 0.082], [0.230, -1.993, -1.320], [-0.311, 0.612, 0.835], [-0.614, -0.417, 0.018], [0.016, -0.242, 1.737], [-0.782, 0.675, 1.259], [-1.128, -3.524, 1.808], [1.058, -3.657, 0.034]], "nbo_charge": [0.23, 0.22, 0.20, -0.05, 0.23, -0.46, 0.21, 0.22, -0.23, -0.38, -0.19, 0.20, 0.22, 0.15, 0.22, 0.15, -0.40, -0.47, -0.05]}



Q: Which relative energy (zero: lowest compared OMol25 entry of this formula, charge and spin) values were calculated for the entries above? A: 96.18; 0.00; 119.00, in kcal/mol.